# C40H34AgN5O4P2

C40H34AgN5O4P2 as an isolated structure (ωB97M-V/def2-TZVPD, the Open Molecules 2025 dataset).

Values from the calculation:
Electronic energy   -80250.95258 eV
HOMO level   -8.21 eV

```
86
Properties=species:S:1:pos:R:3:forces:R:3:nbo_charge:R:1
Ag -0.08859 -1.00348 2.29712 0.09 0.04 0.02 0.891
N 2.70153 -1.07286 4.65520 -0.14 0.04 -0.05 -0.583
C 1.84087 -2.15865 4.81417 -0.01 0.01 -0.08 0.384
C 1.82173 -2.79993 6.05837 0.05 -0.01 0.09 -0.293
C 1.03862 -3.92305 6.20659 -0.01 0.01 0.00 -0.141
C 0.28982 -4.38119 5.12672 0.00 -0.01 0.01 -0.296
C 0.35793 -3.66743 3.94940 -0.05 0.00 -0.07 0.082
N 1.11035 -2.57078 3.79166 0.14 -0.12 0.04 -0.519
C 2.90269 -0.19520 3.59212 -0.12 -0.06 0.01 0.393
C 4.17803 0.37037 3.47322 0.07 0.03 0.05 -0.279
C 4.41313 1.30731 2.49435 0.02 -0.03 0.03 -0.139
C 3.37426 1.66821 1.64517 0.00 0.04 -0.01 -0.280
C 2.15336 1.05849 1.82825 -0.02 0.00 0.03 0.061
N 1.90523 0.13709 2.77332 0.11 -0.01 0.00 -0.535
H 3.39808 -1.00185 5.37496 0.06 0.00 0.02 0.398
H 2.41695 -2.41871 6.87950 -0.02 -0.01 -0.02 0.214
H 1.00847 -4.44153 7.15676 0.01 0.02 -0.01 0.222
H -0.33182 -5.26213 5.19977 0.01 0.01 -0.01 0.231
H -0.21205 -3.96070 3.07375 0.02 0.03 0.03 0.225
H 4.96473 0.05668 4.14833 -0.01 0.01 -0.03 0.217
H 5.39689 1.74607 2.38883 -0.01 0.01 0.00 0.224
H 3.50624 2.40508 0.86526 -0.02 -0.01 0.01 0.228
H 1.30826 1.32553 1.20765 0.01 -0.04 -0.03 0.222
O -5.19637 -4.30647 1.41038 0.46 -0.14 -0.35 -0.676
C -5.25239 -3.82565 2.62956 0.10 0.03 0.36 0.785
O -6.17124 -4.05018 3.38580 0.03 0.05 -0.15 -0.611
C -4.10796 -2.98220 3.10067 0.05 0.07 -0.26 -0.266
C -4.09560 -2.43521 4.35924 0.02 -0.04 0.13 0.023
N -2.94399 -1.75418 4.47703 -0.06 0.09 0.09 -0.328
N -2.19355 -1.81154 3.36954 -0.14 -0.09 -0.08 -0.328
C -2.88453 -2.55112 2.51239 0.00 -0.16 0.06 0.045
C -2.28703 -2.83696 1.14407 -0.04 0.05 -0.12 0.763
O -3.06274 -3.28833 0.27716 -0.10 -0.32 0.33 -0.712
O -1.06850 -2.58378 0.98752 -0.45 0.04 0.49 -0.799
H -4.33291 -4.03917 0.94329 -0.45 0.31 0.04 0.517
H -4.82635 -2.50792 5.14854 0.05 0.01 -0.03 0.243
H -2.61295 -1.23784 5.27123 0.02 0.03 0.05 0.411
C 0.51110 1.73798 -2.33336 -0.24 0.28 -0.05 -1.036
P -1.07309 1.00308 -1.67010 0.11 -0.02 -0.16 0.840
C -1.03758 1.61351 0.06208 -0.01 -0.01 0.01 -0.339
C -1.70007 0.88098 1.06002 -0.14 0.23 -0.22 -0.262
C -1.82048 1.39477 2.34661 0.03 0.04 -0.01 -0.214
C -1.26100 2.62799 2.66603 0.03 0.01 0.00 -0.226
C -0.62437 3.36708 1.68139 -0.01 -0.01 0.03 -0.224
C -0.52750 2.87042 0.38649 -0.02 -0.03 -0.02 -0.180
C -0.54469 -0.73947 -1.49479 -0.06 0.07 0.01 -0.262
C 0.67721 -1.11816 -0.93482 0.06 -0.09 -0.04 -0.257
C 1.04660 -2.45135 -0.89545 0.10 0.08 -0.13 -0.189
C 0.19804 -3.42274 -1.41483 0.03 0.05 -0.19 -0.183
C -1.01787 -3.05810 -1.96414 0.08 -0.04 -0.11 -0.180
C -1.38820 -1.71892 -2.00591 0.08 -0.01 0.01 -0.206
P 0.18537 3.27551 -3.34343 0.00 -0.21 0.04 0.810
C 1.78425 3.41909 -4.23410 0.01 0.06 0.02 -0.232
C 1.82533 4.00352 -5.50236 0.04 -0.03 0.05 -0.239
C 3.03512 4.21139 -6.14793 -0.05 -0.03 0.02 -0.203
C 4.22662 3.84515 -5.53445 0.00 0.01 -0.01 -0.220
C 4.19923 3.27190 -4.27241 0.00 0.01 -0.01 -0.196
C 2.98708 3.06392 -3.62635 0.00 -0.03 -0.02 -0.257
C -0.88199 2.55380 -4.65449 -0.02 -0.03 0.15 -0.355
C -0.47645 1.48192 -5.44897 -0.03 0.01 -0.04 -0.149
C -1.36091 0.89644 -6.34203 0.06 0.00 0.00 -0.229
C -2.66023 1.37788 -6.45314 -0.01 0.04 0.02 -0.198
C -3.07068 2.44984 -5.67455 0.00 -0.03 -0.02 -0.214
C -2.18430 3.03207 -4.77736 0.09 0.02 0.00 -0.186
H 1.00033 0.99103 -2.95813 -0.04 -0.11 0.00 0.255
H 1.17634 1.98085 -1.50283 0.07 0.00 -0.02 0.232
H -2.20841 -0.03852 0.78451 0.10 -0.05 0.09 0.240
H -2.38448 0.84899 3.09046 0.03 -0.07 0.01 0.223
H -1.34666 3.01907 3.67240 -0.01 0.00 -0.03 0.215
H -0.21180 4.34125 1.91605 -0.01 -0.02 -0.02 0.216
H -0.06695 3.48374 -0.37983 0.01 -0.01 0.01 0.212
H 1.35005 -0.36522 -0.53924 0.03 0.03 0.01 0.201
H 1.99616 -2.73430 -0.45553 -0.02 -0.01 0.00 0.208
H 0.48304 -4.46648 -1.37442 -0.01 0.00 0.01 0.210
H -1.69596 -3.81294 -2.34056 0.03 0.03 0.02 0.221
H -2.34374 -1.43160 -2.42798 0.01 -0.02 -0.01 0.221
H 0.89954 4.28600 -5.98979 0.01 0.01 -0.02 0.220
H 3.04817 4.65680 -7.13522 -0.01 -0.01 0.02 0.215
H 5.17119 4.00644 -6.03913 -0.03 -0.01 0.01 0.214
H 5.12512 2.98268 -3.78996 -0.03 0.00 0.00 0.210
H 2.98111 2.60915 -2.64221 0.05 0.02 -0.05 0.207
H 0.53725 1.10365 -5.37105 -0.01 0.00 0.01 0.207
H -1.03844 0.06075 -6.95126 -0.01 0.02 0.02 0.215
H -3.35186 0.91415 -7.14581 0.02 0.01 0.01 0.215
H -4.08294 2.82599 -5.75800 0.03 0.00 0.01 0.215
H -2.50218 3.86224 -4.15698 -0.02 -0.03 -0.01 0.219
```
Forces are in eV/Å.


# C40H34BF7FeN18

C40H34BF7FeN18 as an isolated structure (ωB97M-V/def2-TZVPD, the Open Molecules 2025 dataset).

Values from the calculation:
Energy above the lowest of the compared OMol25 structures with the same formula, charge and spin   0.000 eV
Net charge   +2
Electronic energy   -122923.99802 eV
HOMO level (spin up / spin down)   -12.79 / -12.79 eV

```
101
Properties=species:S:1:pos:R:3:forces:R:3:lowdin_charge:R:1
Fe 0.05303 0.50630 0.58472 -0.04 -0.14 0.06 0.502
C 2.35084 -1.61957 -1.28595 -0.03 0.00 0.00 -0.030
C 2.82097 -0.45028 -0.48485 -0.05 0.03 0.08 -0.317
C 4.12995 0.02140 -0.38183 0.04 0.02 -0.02 0.009
C 4.06076 1.08080 0.49711 0.04 0.03 0.04 -0.023
N 2.78943 1.21915 0.89530 0.00 -0.11 -0.10 0.048
N 2.01437 0.29050 0.28593 0.01 0.06 0.01 0.022
B 2.18456 2.24085 1.90866 -0.05 0.01 -0.04 -0.625
N 1.38351 1.41534 2.95753 -0.06 0.10 0.01 0.043
C 1.44250 1.44305 4.29707 0.00 -0.04 -0.03 -0.027
C 0.54209 0.52288 4.78796 0.06 0.06 0.03 0.003
C -0.05711 -0.04183 3.65936 -0.01 0.01 0.03 -0.318
C -1.04121 -1.16495 3.66446 -0.06 -0.01 -0.05 -0.022
N 0.44525 0.52497 2.55604 0.08 -0.03 -0.15 0.032
N 1.17820 3.12089 1.12594 -0.01 0.00 0.09 0.060
C 1.03083 4.44758 0.98716 0.05 0.00 -0.04 -0.026
C -0.07399 4.67892 0.19800 -0.05 -0.03 0.02 0.004
C -0.57935 3.41655 -0.11957 0.12 0.02 -0.05 -0.321
C -1.74158 3.14443 -1.02085 0.02 0.06 -0.03 -0.022
N 0.18720 2.47577 0.45238 -0.13 -0.08 -0.01 0.023
N 3.30105 2.98497 2.58354 -0.01 -0.04 0.07 -0.018
C 4.28459 2.43158 3.34615 -0.01 0.01 -0.03 -0.105
C 5.12929 3.43436 3.73142 0.01 0.03 -0.01 -0.005
C 4.58888 4.60616 3.15113 -0.02 -0.08 -0.01 -0.335
C 5.10558 6.00369 3.24021 0.04 0.02 0.04 -0.026
N 3.49644 4.32361 2.46469 0.07 0.05 0.02 0.118
H 2.77037 -1.58480 -2.29186 0.01 0.00 0.00 0.090
H 2.67758 -2.55355 -0.82638 0.00 -0.01 0.01 0.091
H 1.26619 -1.63696 -1.37310 0.02 -0.01 0.01 0.031
H 5.00582 -0.36569 -0.87241 0.01 0.00 0.00 0.116
H 4.82787 1.73842 0.86975 0.01 -0.01 -0.01 0.134
H 2.12109 2.10636 4.80483 0.00 0.01 0.02 0.132
H 0.35423 0.27523 5.81820 0.00 0.00 0.01 0.117
H -1.76674 -1.02834 4.46625 0.03 0.01 0.01 0.075
H -1.58439 -1.26564 2.72745 0.04 0.02 0.02 0.035
H -0.52837 -2.10804 3.86237 0.01 -0.01 -0.02 0.094
H 1.74277 5.11013 1.44678 -0.03 -0.01 0.00 0.107
H -0.45811 5.63198 -0.12127 -0.01 0.01 0.01 0.115
H -2.47336 3.94580 -0.92328 0.01 -0.01 0.00 0.092
H -1.42161 3.13499 -2.06530 0.00 -0.01 0.00 0.085
H -2.23651 2.20197 -0.81422 -0.01 -0.09 0.02 0.046
H 4.31393 1.37162 3.54451 -0.01 0.00 0.01 0.132
H 6.01234 3.34863 4.34077 0.00 0.00 0.01 0.109
H 5.99298 6.04388 3.86880 0.00 0.00 0.00 0.079
H 5.37115 6.38387 2.25428 -0.01 0.01 -0.01 0.081
H 4.35680 6.66879 3.66915 -0.01 0.01 -0.02 0.081
F -2.55661 -6.27242 -5.05730 0.06 0.01 -0.02 0.172
C -1.43560 -5.58398 -5.13901 -0.05 -0.07 -0.03 -0.125
C -0.74095 -5.60031 -6.31188 -0.16 -0.10 -0.03 -0.098
F -1.21220 -6.30332 -7.30649 0.03 0.03 0.06 0.202
C 0.48225 -4.86159 -6.49372 0.14 -0.02 -0.19 0.010
C 0.92260 -4.10940 -5.34816 0.09 0.23 0.05 -0.122
C 0.21722 -4.10712 -4.19087 0.05 -0.01 0.05 -0.130
F 0.67213 -3.38667 -3.16511 -0.02 -0.05 -0.05 0.128
C -0.98656 -4.83744 -4.02006 -0.04 0.06 0.01 0.041
C -1.72501 -4.79338 -2.79883 -0.07 0.02 0.08 -0.084
C -1.34925 -4.02616 -1.74017 0.41 0.31 0.01 0.086
N -1.11499 -3.27043 -0.86571 -0.24 -0.39 0.01 0.335
C -2.93605 -5.52307 -2.54782 0.03 -0.14 -0.24 -0.156
N -3.89213 -6.12177 -2.33768 -0.05 0.07 0.12 0.240
F 2.01871 -3.39383 -5.41845 -0.10 -0.10 0.04 0.180
C 1.17677 -4.86802 -7.68354 -0.17 0.07 0.05 -0.039
C 0.76404 -5.59968 -8.83405 -0.01 -0.05 -0.01 -0.107
N 0.50062 -6.16871 -9.79798 -0.01 0.00 -0.01 0.298
C 2.37122 -4.11916 -7.89347 0.07 0.08 0.17 -0.108
N 3.33593 -3.51697 -8.06183 -0.01 -0.04 -0.09 0.291
F -0.10320 -2.06525 0.74930 -0.03 -0.37 -0.03 0.144
C -0.45389 -3.31810 0.42391 0.16 0.22 -0.01 -0.634
F 0.63121 -4.06860 0.36314 -0.14 0.16 0.00 0.218
F -1.29214 -3.79020 1.31066 0.00 0.05 0.03 0.235
N -0.39816 -1.04040 -6.58451 -0.02 -0.20 0.00 0.200
C -0.44377 -0.64254 -5.50860 0.12 0.15 -0.07 -0.151
C -0.43395 -0.21060 -4.13778 -0.03 -0.01 0.14 -0.200
C 0.56400 0.62180 -3.64457 0.04 -0.03 -0.03 0.041
C 0.60432 0.86707 -2.28357 -0.06 0.02 0.01 -0.085
N -0.27297 0.33158 -1.42261 0.00 0.10 -0.08 0.012
C -1.27575 -0.40151 -1.92041 -0.02 0.01 0.15 -0.117
C -1.39625 -0.69740 -3.26209 0.00 -0.05 -0.05 0.004
H 1.31555 1.04482 -4.29580 -0.01 0.01 0.00 0.139
H 1.38649 1.47796 -1.85487 -0.04 0.05 0.02 0.132
H -1.99232 -0.78368 -1.20480 -0.01 0.07 -0.03 0.079
H -2.21530 -1.30890 -3.61513 -0.03 0.01 -0.01 0.131
C -4.82606 -0.05266 4.56768 0.01 -0.02 0.00 -0.061
C -4.66618 1.44502 4.33805 -0.01 0.06 0.03 -0.400
C -3.39199 1.99068 4.97725 0.02 -0.03 -0.01 -0.059
C -4.75656 1.80860 2.85753 0.02 0.04 -0.06 -0.084
N -3.71381 1.16238 2.04731 0.01 0.01 0.02 -0.058
C -2.44468 1.50947 1.85348 0.00 -0.07 -0.06 -0.093
N -1.90181 0.60575 1.06373 0.05 0.11 0.14 -0.046
N -2.86020 -0.30483 0.80268 0.03 0.06 -0.09 0.005
N -3.94888 0.02651 1.38424 -0.08 -0.06 0.02 0.109
H -4.84142 -0.26973 5.63512 -0.01 0.00 0.00 0.090
H -3.99551 -0.61255 4.13022 -0.02 0.01 0.00 0.053
H -5.75042 -0.43218 4.13167 -0.01 0.00 0.00 0.088
H -5.51793 1.96000 4.79239 0.00 -0.02 0.00 0.146
H -2.49752 1.49653 4.58467 0.00 -0.02 0.02 0.055
H -3.40520 1.81750 6.05271 0.01 -0.01 0.00 0.092
H -3.28496 3.06573 4.81859 -0.01 0.01 0.00 0.088
H -4.64426 2.88316 2.71352 -0.01 -0.01 -0.02 0.136
H -5.70096 1.49491 2.41761 0.00 -0.02 0.03 0.135
H -1.95777 2.37736 2.26437 0.01 0.01 -0.02 0.159
```
Forces are in eV/Å.